Entry 1:
ORCA calculation (ωB97M-V with the def2-TZVPD basis set) on a single C3H6N2O2 molecule.

Results
energy above the lowest of the compared OMol25 structures with the same formula, charge and spin: 285.79 kJ/mol
net charge: 0
Kohn-Sham gap: 0.32363 hartree
molecular weight: 102.09 g mol⁻¹
lowest unoccupied orbital energy: 0.95 eV
highest occupied orbital energy: -7.856 eV
DFT total energy: -377.8505 a.u.

Cartesian coordinates (Å):
O -1.105 -0.664 0.928
O -0.471 2.315 -0.924
N 1.247 1.101 0.022
N 0.686 -1.751 0.022
C -0.063 1.183 -0.300
C -1.076 0.300 -0.082
C -0.281 -1.696 0.838
H 1.161 -2.641 0.120
H 1.612 0.153 -0.015
H -1.419 2.238 -0.699
H -1.722 0.075 -0.923
H -0.565 -2.453 1.567
H 1.858 1.858 -0.248

Entry 2:
ORCA calculation (ωB97M-V with the def2-TZVPD basis set) on a gas-phase ion, C8H19N2O2 (charge +1).

Results
energy above the lowest of the compared OMol25 structures with the same formula, charge and spin: 346.81 kJ/mol
net charge: +1
Kohn-Sham gap: 0.32776 hartree
molecular weight: 175.25 g mol⁻¹
lowest unoccupied orbital energy: -3.93 eV
highest occupied orbital energy: -12.853 eV
DFT total energy: -575.8111 a.u.

Cartesian coordinates (Å):
O 0.698 0.273 1.504
O -1.207 1.143 -0.487
N 0.687 -0.062 0.079
N -1.496 -1.419 0.714
C -1.973 -1.230 -0.427
C -2.018 0.032 -2.528
C 1.845 -0.663 -0.435
C 0.743 2.496 -0.586
C 0.159 1.066 -0.716
C -1.053 -2.584 1.349
C 1.849 0.869 2.229
C -2.095 0.206 -1.016
H 1.825 2.534 -0.704
H -1.341 -3.498 0.827
H 1.641 -1.451 -1.080
H 0.541 2.960 0.382
H -1.140 -0.377 -2.808
H 0.121 2.995 -1.352
H 2.277 -1.281 0.432
H 2.473 0.094 2.711
H -2.912 -0.391 -3.120
H 1.487 1.414 2.972
H -2.998 0.577 -0.773
H 0.044 -2.492 1.328
H 0.358 0.804 -1.732
H 2.665 -0.087 -0.765
H -2.059 0.999 -2.927
H -1.365 -2.691 2.323
H -2.451 -1.968 -0.991
H 2.484 1.488 1.593
H -0.956 -0.612 1.024

Entry 3:
ORCA calculation (ωB97M-V with the def2-TZVPD basis set) on a molecular structure, C32H36BNO3S.

Results
net charge: 0
Kohn-Sham gap: 0.09710 hartree
molecular weight: 525.52 g mol⁻¹
lowest unoccupied orbital energy: -1.36 eV
highest occupied orbital energy: -4.005 eV
DFT total energy: -1944.2746 a.u.

Cartesian coordinates (Å):
S 0.484 3.338 -0.221
O -4.539 3.530 -0.275
O 2.989 -2.052 -1.777
O 2.450 -2.126 0.508
N -1.665 -1.116 0.213
C -5.770 -0.608 0.146
C 3.887 -2.299 0.411
C -5.084 -0.044 1.234
C -1.621 -2.919 -3.508
C 0.935 1.902 1.898
C -3.042 -0.985 0.431
C -1.693 1.460 -0.906
C -2.729 -2.104 -1.552
C -0.718 -0.107 0.837
C -5.101 -1.384 -0.807
C -1.193 1.225 0.462
C 4.496 -0.284 -1.118
C -3.281 3.065 -0.062
C -0.123 2.094 0.944
C -2.815 -2.651 -2.827
C 4.217 -1.790 -1.052
C -1.613 2.188 1.510
C -5.240 4.161 0.821
C -0.675 -0.524 2.315
C -0.277 -2.081 -1.637
C 3.092 4.337 0.024
C -2.700 2.315 -1.143
C 5.329 -2.506 -1.785
C -1.460 -1.784 -1.001
C 2.011 3.449 0.508
C -3.709 -0.248 1.398
C -3.731 -1.582 -0.658
C -0.375 -2.636 -2.912
C -2.594 3.159 1.146
C 4.510 -1.538 1.558
C 2.102 2.606 1.618
C 4.189 -3.786 0.596
B 2.049 -2.062 -0.793
H -4.697 5.044 1.185
H 6.290 -2.310 -1.295
H -6.842 -0.432 0.052
H 3.727 -4.140 1.527
H 4.516 0.032 -2.170
H 0.250 -0.317 0.366
H 5.169 -3.589 -1.828
H 3.016 2.539 2.206
H -2.933 3.843 1.930
H -6.192 4.456 0.382
H -5.604 -1.825 -1.666
H 5.271 -3.946 0.683
H 0.539 -2.862 -3.461
H 5.479 -0.053 -0.687
H 2.668 5.176 -0.535
H 3.778 3.790 -0.633
H 0.372 -0.706 2.583
H 3.736 0.318 -0.597
H 4.160 -1.956 2.510
H 0.790 1.300 2.787
H -3.162 2.397 -2.129
H 5.393 -2.125 -2.811
H 5.602 -1.643 1.528
H -1.651 -3.352 -4.507
H -3.172 0.144 2.257
H -1.620 1.889 2.564
H 0.804 -1.893 -1.082
H -5.408 3.451 1.644
H -1.264 0.856 -1.706
H -3.800 -2.849 -3.249
H -1.216 -1.467 2.463
H 3.809 -4.402 -0.231
H -5.624 0.561 1.965
H 4.259 -0.471 1.537
H -1.102 0.211 3.001
H 3.666 4.716 0.874

Entry 4:
ORCA calculation (ωB97M-V with the def2-TZVPD basis set) on a molecular structure, C47H62Br2O9SSr.

Results
energy above the lowest of the compared OMol25 structures with the same formula, charge and spin: 0.00 kJ/mol
net charge: -2
Kohn-Sham gap: 0.22699 hartree
molecular weight: 1050.50 g mol⁻¹
lowest unoccupied orbital energy: 3.71 eV
highest occupied orbital energy: -2.465 eV
DFT total energy: -8082.5989 a.u.

Cartesian coordinates (Å):
Sr 3.074 2.324 -0.252
Br 4.545 4.144 2.922
Br 7.469 2.892 3.362
S 5.025 4.565 -0.885
O 2.882 0.828 2.257
O 3.141 -0.073 -0.774
O 0.938 2.479 0.669
O 5.397 3.184 -0.334
O 5.303 0.946 -2.336
O 3.573 4.732 -0.531
O 5.188 4.558 -2.340
O 1.688 2.297 -2.362
O 5.850 5.574 -0.219
C 0.523 1.568 -2.492
C -0.176 -5.204 -2.500
C -1.837 1.359 -2.205
C -1.589 -2.690 2.813
C 2.730 -2.300 -0.131
C -4.075 0.137 -3.875
C 0.592 0.486 2.915
C -1.223 -3.851 3.746
C 3.861 0.612 3.266
C -3.823 -0.843 -1.590
C 1.813 -3.890 -1.731
C -1.222 3.258 0.118
C -4.372 3.608 2.262
C -2.844 -2.007 3.357
C 2.034 3.141 -3.463
C 2.699 -1.250 -1.081
C -2.925 3.315 1.868
C 2.106 -5.810 -3.324
C 1.785 -0.011 2.397
C -0.668 2.557 2.372
C -0.260 2.757 1.033
C 2.145 -1.548 -2.351
C -4.691 5.092 2.027
C -0.683 2.108 -2.038
C -0.777 3.442 -1.315
C -5.326 2.753 1.413
C -3.146 -0.666 -2.955
C -1.970 2.828 2.762
C -0.409 -1.724 2.703
C 0.372 1.943 3.281
C 1.891 -1.346 1.994
C 3.107 -1.923 1.282
C 1.312 -5.280 -2.121
C -2.939 -2.052 -3.568
C 0.796 -2.175 2.177
C 6.381 4.144 2.352
C 2.312 -3.579 -0.467
C -1.829 0.092 -2.782
C -0.600 -0.438 -3.150
C -1.909 -3.244 1.417
C 1.908 -0.411 -3.320
C 0.587 0.276 -3.003
C -0.489 -0.384 3.051
C -2.508 3.523 0.549
C -4.647 3.292 3.732
C 1.739 -2.839 -2.647
C 1.453 -6.286 -0.979
H -3.165 -1.191 2.707
H -4.280 1.126 -3.463
H -0.764 -4.830 -1.659
H 2.730 0.301 -3.258
H -2.236 2.644 3.798
H 4.769 1.127 2.961
H -0.529 -1.446 -3.538
H -1.057 -3.778 0.993
H 0.195 3.936 -1.321
H 1.094 -7.266 -1.306
H -2.054 -4.559 3.818
H -5.123 1.692 1.570
H 6.788 5.131 2.513
H -3.179 -1.416 -0.923
H -4.032 5.719 2.631
H -4.771 -1.378 -1.700
H -5.729 5.316 2.296
H -5.692 3.513 3.968
H -0.557 -6.193 -2.780
H 1.872 -0.802 -4.341
H 3.166 -5.884 -3.074
H -4.017 3.892 4.392
H -4.024 0.118 -1.113
H 1.746 -6.800 -3.621
H 6.396 3.864 1.306
H 4.680 0.453 -1.772
H -1.489 4.085 -1.841
H 4.069 -0.454 3.388
H 2.495 -6.393 -0.669
H 2.238 2.539 -4.353
H 1.310 2.491 3.182
H -3.218 3.910 -0.181
H 0.888 -3.202 1.841
H 5.545 1.749 -1.843
H -0.347 -4.389 3.381
H -5.202 2.962 0.349
H 0.866 -5.984 -0.109
H -4.465 2.238 3.951
H 3.910 -1.189 1.244
H -2.765 1.784 -1.835
H -6.370 2.953 1.679
H 1.218 3.837 -3.676
H -2.150 -2.423 0.741
H 3.520 1.023 4.222
H 0.043 2.003 4.323
H -4.542 5.365 0.982
H -2.469 -1.987 -4.552
H -1.416 0.038 3.419
H -0.996 -3.480 4.748
H 2.013 -5.141 -4.180
H -3.906 -2.547 -3.686
H -3.658 -2.734 3.417
H -2.313 -2.680 -2.930
H -2.675 -1.602 4.357
H 2.929 3.693 -3.174
H -2.762 -3.928 1.459
H 2.370 -4.345 0.299
H -5.028 -0.384 -4.004
H 3.459 -2.803 1.829
H -3.618 0.271 -4.858
H -0.335 -4.529 -3.343
H 1.335 -3.024 -3.640

Entry 5:
ORCA calculation (ωB97M-V with the def2-TZVPD basis set) on a single C19H23NO3S molecule.

Results
energy above the lowest of the compared OMol25 structures with the same formula, charge and spin: 415.41 kJ/mol
net charge: 0
Kohn-Sham gap: 0.31506 hartree
molecular weight: 345.46 g mol⁻¹
lowest unoccupied orbital energy: 0.66 eV
highest occupied orbital energy: -7.909 eV
DFT total energy: -1416.3412 a.u.

Cartesian coordinates (Å):
S 0.566 3.633 1.245
O 3.937 -2.168 3.171
O 2.035 -3.249 4.807
O -0.569 1.692 2.313
N -1.271 2.139 0.043
C 0.197 -2.033 3.647
C -0.627 2.412 1.102
C -2.054 3.549 -4.257
C -0.074 -1.230 2.540
C -1.718 4.245 -5.417
C 0.059 2.535 -4.254
C -1.677 0.765 2.744
C -3.175 1.200 2.303
C 2.234 -1.135 1.841
C -1.047 3.052 -1.128
C -0.439 4.078 -5.986
C -1.151 2.723 -3.590
C -1.352 -0.658 2.310
C 1.521 -2.483 3.783
C 0.480 3.201 -5.371
C 2.563 -2.059 2.832
C -1.575 2.088 -2.278
C 1.191 -3.825 5.799
C 0.940 -0.846 1.634
H 1.470 3.086 -5.749
H -2.626 1.917 -2.196
H 1.673 -4.575 6.378
H -3.965 0.623 2.746
H -1.553 3.957 -0.942
H -0.545 -2.186 4.417
H 0.782 1.857 -3.851
H 2.959 -0.699 1.245
H 0.337 -4.163 5.294
H -3.504 2.277 2.281
H 0.901 -3.032 6.479
H -3.070 3.681 -3.916
H -0.143 4.446 -6.948
H 3.985 -2.586 4.056
H -1.022 1.143 -2.252
H 0.006 3.356 -1.335
H 1.157 2.866 2.083
H -1.728 -0.774 1.311
H -3.331 0.910 1.255
H -2.384 4.941 -5.938
H 0.759 -0.133 0.751
H -1.871 0.829 3.763
H -2.207 -1.243 2.877